Molecular formula: C4H11O
Method: DFT, wB97M-V/def2-TZVPD

Results
charge	-1
E_HOMO	-1.83	eV
energy above the lowest of the compared OMol25 structures with the same formula, charge and spin	28.4	kcal per mole
orbital gap	5.890	eV

Positions of all 16 atoms, in Å:
1 C -2.751238 1.525820 0.039247
2 O -1.897808 0.627401 0.625457
3 H -2.149350 2.410564 -0.296489
4 H -3.552980 1.793212 0.830559
5 H -3.293100 1.249020 -0.880222
6 C 1.694260 0.437456 -0.720231
7 C 1.718426 -0.674013 0.373012
8 C 1.274169 -2.037151 -0.152170
9 H 0.717687 0.918513 -0.948073
10 H 2.466489 1.205314 -0.299640
11 H 2.172462 0.067163 -1.718613
12 H 2.794841 -0.930758 0.835208
13 H 0.948742 -0.432930 1.191073
14 H 1.019740 -2.609992 0.751433
15 H 2.037015 -2.348557 -0.894439
16 H 0.407215 -1.853434 -0.813603

Cartesian forces (eV/Å) of the 3 atoms listed first:
C 0.900 -0.212 1.856
O -0.197 -0.317 -0.714
H -0.624 0.521 0.215

Atom charges from the natural (NBO) analysis, given in e for atoms 1 to 6:
1. C -0.20
2. O -1.00
3. H 0.08
4. H 0.07
5. H 0.07
6. C -0.62